(1)
DFT (the ωB97M-V functional and the def2-TZVPD basis) results for one molecule with the formula C4H5F2N.

The frontier orbital gap is 9.903 eV.

Last column: natural (NBO) charge in e.
Cartesian coordinates (Å):
C  -0.53901  0.65725  1.36540  0.5929
C  0.20964  -0.26203  -1.00972  -0.5001
C  -0.40302  -1.21608  0.11352  -0.2093
C  0.72235  1.00282  -0.33323  0.2147
N  -0.92608  -0.55625  1.26686  -0.5029
F  -0.69639  1.55670  2.23515  -0.2801
F  0.36929  2.16166  -0.88441  -0.3363
H  0.93988  -0.89247  -1.52564  0.2256
H  -0.62978  0.01554  -1.62740  0.2317
H  -1.10581  -1.92810  -0.20613  0.2065
H  0.49452  -1.70481  0.38155  0.1853
H  1.56441  1.16577  0.22405  0.1720

***

(2)
DFT (the ωB97M-V functional and the def2-TZVPD basis) results for one molecule with the formula C4H5F2N.

The frontier orbital gap (alpha / beta) is 8.731 / 8.732 eV.

Last column: natural (NBO) charge in e.
Cartesian coordinates (Å):
C  -1.23602  0.57977  0.13806  0.1634
C  0.19564  1.12773  -0.04301  -0.6268
C  -0.46408  -1.54383  0.01491  -0.2270
C  1.19265  0.06700  0.09883  0.6656
N  -1.44042  -0.62634  0.25434  -0.4038
F  1.84780  -0.22700  1.26645  -0.3448
F  2.09187  -0.20814  -0.88965  -0.3427
H  -2.23118  1.21309  0.12481  0.2019
H  0.23951  1.53528  -1.09943  0.2698
H  0.21519  2.09135  0.55067  0.2447
H  -0.25110  -1.67256  -1.01097  0.1967
H  -0.15984  -2.33634  0.59499  0.2031

***

The most stable of them is (1).

***

(1)
DFT (the ωB97M-V functional and the def2-TZVPD basis) results for one molecule with the formula C4H5F2N.

Its SMILES is C[C@H](C#N)C(F)F. The frontier orbital gap is 12.795 eV.

Last column: natural (NBO) charge in e.
Cartesian coordinates (Å):
C  0.47588  -0.54206  -0.19322  -0.5981
C  -0.35207  0.11600  0.95569  -0.3637
C  -0.36250  -0.86543  2.13820  0.2763
N  -0.17758  -1.67367  2.93966  -0.3117
C  -1.71436  0.57420  0.51394  0.5749
F  -2.31250  1.31571  1.49580  -0.3469
F  -2.53598  -0.42586  0.27854  -0.3224
H  -0.06385  -1.25947  -0.74138  0.2281
H  1.23298  -1.10113  0.26704  0.2331
H  0.93783  0.21828  -0.91063  0.2228
H  0.14480  0.96966  1.48994  0.2688
H  -1.72132  1.17840  -0.36565  0.1388

***

(2)
DFT (the ωB97M-V functional and the def2-TZVPD basis) results for a 2-piece molecular cluster, C4H5F2N overall.

The frontier orbital gap (alpha / beta) is 8.920 / 8.919 eV.

Last column: natural (NBO) charge in e.
Cartesian coordinates (Å):
C  1.38267  0.34681  0.05466  0.4313
C  -2.45977  1.06492  -0.87288  -0.5078
C  2.18512  -1.91982  0.58787  -0.0738
C  -1.58483  1.05365  0.10293  0.2415
N  1.87168  -0.78106  0.14499  -0.3961
F  1.99545  1.14485  -0.83647  -0.3430
F  -1.13219  -0.09777  0.86705  -0.3817
H  -2.78384  1.96909  -1.19094  0.2228
H  -2.76555  0.02304  -1.24417  0.2270
H  2.97334  -1.98239  1.34154  0.1953
H  1.52458  -2.74915  0.32664  0.1978
H  -1.20667  1.92782  0.71877  0.1867

***

The most stable of them is (1).

***

(1)
DFT (the ωB97M-V functional and the def2-TZVPD basis) results for a 2-piece molecular cluster, C5H9BrN overall.

As for the net charge: +1. The frontier orbital gap (alpha / beta) is 7.153 / 9.475 eV.

Last column: natural (NBO) charge in e.
Cartesian coordinates (Å):
C  2.53071  2.24777  0.35528  -0.4910
C  2.16536  1.01482  0.34526  -0.1167
C  -1.00946  -1.38173  0.69890  -0.2469
C  -2.03961  -1.40587  -0.29456  -0.1682
C  -0.60724  0.63164  -0.59997  -0.1441
N  -0.69806  -0.72817  -0.51614  -0.3944
Br  2.67597  -0.70893  0.22538  0.1919
H  3.43572  2.63626  0.69358  0.2390
H  1.84899  3.13312  0.06097  0.2520
H  -1.28059  -0.87832  1.59142  0.2571
H  -0.62246  -2.36014  1.04706  0.2691
H  -2.13976  -2.28027  -0.84571  0.2331
H  -2.82472  -0.79737  -0.24966  0.2300
H  -0.93929  1.06683  0.27571  0.2038
H  -0.42225  0.98102  -1.57574  0.2221
H  -0.07330  -1.17066  -1.21180  0.4633

***

(2)
DFT (the ωB97M-V functional and the def2-TZVPD basis) results for an isolated ion of composition C5H9BrN and charge +1.

As for the net charge: +1. The frontier orbital gap (alpha / beta) is 7.011 / 9.771 eV.

Last column: natural (NBO) charge in e.
Cartesian coordinates (Å):
C  -1.61664  -0.74610  0.04066  -0.4693
C  0.94713  -0.43971  0.68186  -0.1953
C  0.60331  1.73485  -0.38343  -0.1415
C  -0.11614  -1.14831  -0.17124  -0.3334
C  -0.87396  -0.64856  -1.28041  -0.0744
N  0.65945  1.07044  0.82451  -0.5703
Br  -0.89982  -0.86702  -3.11162  0.2372
H  -2.21132  -1.64235  0.14143  0.2444
H  -2.07078  0.06765  0.54244  0.2345
H  0.94071  -0.78605  1.71642  0.2371
H  1.96598  -0.49696  0.17022  0.2377
H  1.37225  1.36267  -1.03205  0.1990
H  -0.29897  2.11329  -0.77874  0.2261
H  0.09238  -2.19805  -0.26367  0.2622
H  -0.03165  1.25311  1.61022  0.4573
H  1.53809  1.37110  1.29340  0.4489

***

The most stable of them is (2).

***

(1)
DFT (the ωB97M-V functional and the def2-TZVPD basis) results for one molecule with the formula C4H10NO3P.

Its SMILES is C=PN[C@H](CO)C(O)O. The frontier orbital gap is 8.481 eV.

Last column: natural (NBO) charge in e.
Cartesian coordinates (Å):
C  -3.51988  -0.45762  -0.35285  -0.9315
P  -2.42977  -0.09398  0.90529  0.9182
N  -1.12638  0.21030  -0.03927  -0.9399
C  0.17533  0.31684  0.61577  -0.1161
C  1.06708  1.39755  -0.02326  -0.0525
O  0.59927  2.77018  0.20396  -0.7603
C  0.94192  -0.98784  0.54360  0.3632
O  1.27990  -1.37636  -0.81080  -0.7211
O  2.02850  -0.82364  1.35227  -0.7193
H  -4.62416  -0.59750  -0.29276  0.2199
H  -3.33085  -0.20630  -1.31622  0.1889
H  -1.08745  0.57120  -0.95759  0.4050
H  0.14071  0.67228  1.60165  0.2214
H  1.13629  1.31091  -1.05811  0.1673
H  2.00222  1.15023  0.31202  0.1803
H  0.89701  3.50050  -0.35171  0.4882
H  0.42599  -1.89805  1.00952  0.1370
H  2.20418  -1.47587  -0.65038  0.4676
H  2.27715  -1.74570  1.65175  0.4837

***

(2)
DFT (the ωB97M-V functional and the def2-TZVPD basis) results for a 2-piece molecular cluster, C4H10NO3P overall.

The frontier orbital gap is 8.564 eV.

Last column: natural (NBO) charge in e.
Cartesian coordinates (Å):
C  1.36395  -1.53916  -0.83843  0.5780
C  -1.63340  -0.31012  1.33700  -0.9676
C  -0.89978  2.24677  0.15201  -1.0453
C  0.60764  -0.32297  -1.28978  -0.1238
N  2.50112  -1.38522  -0.13988  -0.8151
O  0.77408  -2.64658  -0.93176  -0.6665
O  0.83350  1.10262  1.81783  -1.0840
O  -0.57581  -0.64618  -1.96323  -0.7182
P  -0.17064  0.75116  0.81390  1.7570
H  -2.34814  -0.15425  0.50039  0.2478
H  -1.36413  -1.29307  1.51089  0.2465
H  -1.81984  0.26249  2.31116  0.2500
H  -0.39446  3.15278  0.43576  0.2650
H  -0.79228  2.24473  -0.94761  0.2538
H  -2.03021  2.18396  0.41569  0.2460
H  0.98454  0.63807  -1.77549  0.2176
H  2.86569  -0.40531  -0.03266  0.4214
H  2.87838  -2.28534  0.35692  0.4346
H  -0.78020  -1.59437  -1.73273  0.5026

***

The most stable of them is (2).